*w*
19
Properties=species:S:1:pos:R:3 method="wB97M-V/def2-TZVPD" gap_ev=12.4 smiles=CCC.CC lumo_ev=1.1
C 1.5378 -0.4169 1.7056
C 1.4020 -2.3688 0.0382
C 0.6492 -1.2961 0.8786
C -1.7461 2.4523 -0.7444
C -1.7296 1.2661 -1.6671
H -2.6537 3.0453 -0.9119
H 1.1482 -2.2944 -1.0201
H -2.6817 0.7582 -1.7862
H 0.0394 -0.7368 0.1697
H 1.1295 -3.3751 0.3532
H -0.9210 3.1520 -0.8840
H -1.7502 2.2312 0.3250
H -1.2947 1.5191 -2.6348
H -0.0525 -1.8477 1.5023
H 2.4838 -2.2452 0.0994
H 2.0398 -0.9139 2.5386
H 2.3487 0.0904 1.1648
H -1.0213 0.5150 -1.2898
H 1.0725 0.4654 2.1628


*x*
19
Properties=species:S:1:pos:R:3 method="wB97M-V/def2-TZVPD" gap_ev=12.2 smiles=CCC.CC lumo_ev=1.1
C 2.1383 -0.9053 -0.0183
C 0.8447 -1.2821 -0.7240
C 2.6395 0.4915 -0.4109
C -3.3176 1.1576 0.2836
C -2.0572 0.4577 0.8333
H -1.3755 0.4204 -0.0010
H 3.4439 0.4714 -1.1495
H -2.1539 -0.4753 1.3915
H -4.0912 0.4350 0.0118
H 0.7907 -1.3257 -1.8040
H -3.8215 1.8509 0.9486
H 2.0447 -0.9925 1.0664
H 3.0347 1.0039 0.4701
H 1.8511 1.1071 -0.8438
H -3.0215 1.6746 -0.6273
H 2.9332 -1.6381 -0.1753
H 0.0920 -0.6365 -0.2888
H 0.5112 -2.3045 -0.4885
H -1.5920 1.0968 1.5935


*y*
19
Properties=species:S:1:pos:R:3 method="wB97M-V/def2-TZVPD" gap_ev=12.2 smiles=CCC.CC lumo_ev=1.1
C 0.7772 2.2134 -0.2022
C -0.7767 -2.9254 0.6777
C 2.1646 2.7895 -0.3210
C -1.2149 -0.7907 -0.7438
C -1.0323 -1.3866 0.6328
H 2.3905 3.2139 -1.2928
H 0.1566 -3.2499 0.2324
H 0.0898 2.5153 0.5979
H 2.9201 2.0793 -0.0096
H -1.8690 -1.1972 1.3060
H -0.3724 -0.2854 -1.1979
H -0.1660 -1.0580 1.2298
H -1.3990 -1.6844 -1.3488
H -1.5964 -3.4332 0.1559
H 0.7589 1.1680 0.1596
H -0.9156 -3.2031 1.7225
H 2.3053 3.5605 0.4495
H -2.1306 -0.2069 -0.8089
H 0.0830 2.2325 -1.0433


In order of decreasing stability: *w*, *x*, *y*.


*w*
19
Properties=species:S:1:pos:R:3 method="wB97M-V/def2-TZVPD" gap_ev=12.3 smiles=CCC.CC lumo_ev=1.1
C -1.5531 -0.3400 -1.5719
C 0.3336 1.3475 -1.3175
C 0.9556 -0.6901 1.6703
C -0.4653 0.4696 -2.3356
C 0.6636 -0.7048 3.1332
H -1.2611 -1.3559 -1.2991
H -0.3944 2.1008 -1.0117
H 0.2588 -0.1149 1.0553
H 0.9444 -1.6810 1.2336
H 1.1260 1.8200 -1.8983
H 1.9202 -0.3055 1.3038
H -1.7319 0.3395 -0.7344
H 0.7179 0.6385 -0.6058
H 0.1906 -0.2029 -2.9387
H -0.8248 0.9949 -3.2142
H 0.6782 0.2705 3.6230
H -2.4818 -0.3934 -2.1358
H -0.4063 -0.8911 3.2811
H 1.3299 -1.3018 3.7627


*x*
19
Properties=species:S:1:pos:R:3 method="wB97M-V/def2-TZVPD" gap_ev=12.5 smiles=CCC.CC lumo_ev=1.1
C 1.3546 -0.9535 2.0861
C 0.1092 -2.0989 0.1534
C 0.0116 -1.1432 1.3343
C -0.5706 1.5302 -2.1672
C -1.0138 2.4676 -1.0600
H -0.2970 2.5614 -0.2536
H -0.2701 -0.1525 1.0290
H -1.8980 2.0164 -0.5926
H 1.2388 -1.0913 3.1639
H -0.3516 -3.0893 0.2387
H 1.8029 0.0127 1.8806
H -1.1247 1.4827 -3.1002
H -1.3413 3.4320 -1.4276
H 1.1623 -2.3432 -0.0212
H 0.4145 1.8478 -2.5627
H -0.7132 -1.5143 2.0527
H 2.0551 -1.7541 1.8242
H -0.2839 -1.7659 -0.8128
H -0.2849 0.5555 -1.7650


In order of decreasing stability: *x*, *w*.


*w*
19
Properties=species:S:1:pos:R:3 method="wB97M-V/def2-TZVPD" gap_ev=12.3 smiles=CCC.CC lumo_ev=1.1
C 1.8585 0.5303 -0.9439
C -1.7010 0.4886 0.3307
C 3.1169 1.4517 -1.0594
C -2.4122 -0.8241 0.6554
C -1.5128 -1.8843 1.1910
H -2.4462 1.2609 0.1098
H -3.2230 -0.5486 1.3423
H 1.2638 0.8773 -0.1105
H -3.0161 -1.1594 -0.1956
H 2.2597 -0.4699 -0.7981
H -0.8271 -1.4945 1.9516
H 3.0600 2.3070 -1.7302
H -0.8421 -2.2760 0.4235
H 3.3761 1.7301 -0.0433
H -1.1044 0.9452 1.1257
H 3.9102 0.8493 -1.5088
H 1.3092 0.4649 -1.8831
H -1.0176 0.4606 -0.5170
H -2.0520 -2.7089 1.6598


*x*
19
Properties=species:S:1:pos:R:3 method="wB97M-V/def2-TZVPD" gap_ev=12.0 smiles=CCC.CC lumo_ev=1.2
C -2.3022 -0.6486 -1.4646
C 2.0069 0.0594 1.3456
C 0.1528 0.1486 -1.6270
C 0.8360 0.4986 2.1984
C -1.0618 -0.0416 -0.7681
H 2.8092 -0.3112 1.9987
H -0.8733 -0.5581 0.1967
H 1.7761 -0.6723 0.5741
H -2.1417 -1.7193 -1.5984
H 2.5570 0.8546 0.8388
H -2.4687 -0.2206 -2.4431
H -0.0066 0.8607 -2.4249
H -1.2948 0.8707 -0.2138
H 1.0979 0.3678 -1.1242
H 1.1313 1.0473 3.0997
H 0.4929 -0.7927 -2.0981
H -3.0833 -0.5839 -0.7076
H 0.2133 -0.3203 2.5671
H 0.1589 1.1609 1.6507


*y*
19
Properties=species:S:1:pos:R:3 method="wB97M-V/def2-TZVPD" gap_ev=12.0 smiles=CCC.CC lumo_ev=1.1
C 1.2231 -2.4678 -0.5300
C -0.1599 1.2749 -0.2033
C -0.0948 -2.0253 0.0987
C 0.6983 2.3102 0.5146
C -1.6608 1.0892 0.1591
H -1.7359 0.1819 0.7571
H -0.7066 -2.8142 0.5214
H 2.0050 -2.7573 0.1629
H 0.3388 0.2954 -0.2334
H -0.2529 1.5637 -1.2762
H -1.8642 1.9149 0.8562
H 0.3083 2.6048 1.4880
H 1.6869 -1.6078 -1.0347
H -2.3919 1.1699 -0.6294
H -0.0580 -1.3062 0.9307
H -0.6373 -1.5178 -0.6953
H 0.5318 3.1967 -0.1031
H 1.0050 -3.2114 -1.2991
H 1.7652 2.1061 0.5154


In order of decreasing stability: *w*, *x*, *y*.


*w*
19
Properties=species:S:1:pos:R:3 method="wB97M-V/def2-TZVPD" gap_ev=11.8 smiles=CCC.CC lumo_ev=1.1
C -1.9918 1.5194 -0.8081
C 0.6171 -1.8807 0.7659
C 1.0975 -1.5329 -0.7183
C -0.7628 2.4715 -1.0979
C 1.4654 -1.3617 2.0003
H 1.2967 -2.2920 -1.3409
H 1.2194 -0.3144 2.2752
H -2.3409 1.3798 0.3295
H -2.9179 2.0766 -1.1643
H -0.3261 -1.3198 0.7943
H -1.9867 0.5737 -1.2557
H 1.8300 -0.7434 -0.6213
H -1.0863 3.4443 -1.4742
H 0.3986 -2.9100 0.9507
H -0.0947 2.0325 -1.8685
H 0.0800 -1.1265 -1.2265
H 1.1936 -1.7008 2.9472
H -0.2267 2.7899 -0.2519
H 2.5355 -1.1055 1.7646


*x*
19
Properties=species:S:1:pos:R:3 method="wB97M-V/def2-TZVPD" gap_ev=12.2 smiles=CCC.CC lumo_ev=1.1
C 0.7241 1.3847 0.7143
C 2.0491 1.6513 -1.3805
C -2.2758 -1.7792 0.3730
C -1.0182 -2.5755 0.9242
C 0.6077 1.5547 -0.7592
H 2.1665 2.7181 -1.6063
H -0.2410 1.3559 1.2911
H -1.2385 -3.6304 0.9815
H 2.9501 1.3629 -0.8056
H 1.3477 0.5566 1.0806
H -2.0741 -1.2797 -0.5747
H -0.3097 -2.3631 0.1280
H -3.1259 -2.4307 0.0972
H -0.5926 -2.1232 1.8573
H 0.0465 0.8560 -1.3584
H 1.3123 2.2145 1.1346
H -2.6647 -1.0237 1.0623
H 0.1714 2.5712 -0.9418
H 2.1652 0.9794 -2.2175


*y*
19
Properties=species:S:1:pos:R:3 method="wB97M-V/def2-TZVPD" gap_ev=12.5 smiles=CCC.CC lumo_ev=1.1
C 3.0019 0.7008 -1.0368
C -2.4899 -0.7933 1.0353
C 2.0902 1.8328 -1.4402
C -1.5371 -1.5742 1.9381
C -1.7649 -0.2969 -0.2285
H 2.5485 2.8136 -1.3618
H -1.1233 -0.9573 2.7373
H 4.0270 0.8132 -1.4065
H -2.0027 -2.4300 2.4310
H -1.2966 -1.1951 -0.6349
H 1.7277 1.7848 -2.4717
H 3.0624 0.5927 0.0510
H 1.1653 1.8401 -0.8612
H -2.8983 0.0533 1.5947
H -0.8768 0.2909 0.0366
H -2.4115 0.1815 -0.9498
H -3.2867 -1.4395 0.6808
H 2.7568 -0.2707 -1.4720
H -0.6921 -1.9468 1.3586


*z*
19
Properties=species:S:1:pos:R:3 method="wB97M-V/def2-TZVPD" gap_ev=12.4 smiles=CCC.CC lumo_ev=1.1
C -0.2155 -2.3922 1.0425
C -0.8829 2.2524 -0.7157
C 1.1291 -3.0359 0.6349
C 0.3913 3.0575 -0.3636
C -0.5488 0.7456 -0.7736
H -1.6781 2.5174 -0.0225
H 0.0851 4.0786 -0.0952
H 0.8005 -3.9917 0.1997
H 1.1268 3.0257 -1.1504
H -0.2142 -1.6598 1.8365
H 0.9015 2.6841 0.5377
H 1.7251 -2.5401 -0.1117
H -0.7954 -1.9845 0.2138
H -0.9093 -3.1574 1.4291
H 0.1889 0.4878 -0.0338
H -1.4698 0.2146 -0.6225
H -1.0684 2.6265 -1.7298
H -0.2990 0.3531 -1.7769
H 1.7331 -3.2817 1.5015


In order of decreasing stability: *y*, *z*, *x*, *w*.


*w*
19
Properties=species:S:1:pos:R:3 method="wB97M-V/def2-TZVPD" gap_ev=12.3 smiles=CCC.CC lumo_ev=1.1
C -0.1365 2.5096 -0.6092
C -0.0842 2.0471 0.8581
C 0.3706 -2.7519 0.2467
C 0.6984 1.5087 -1.4310
C -0.9468 -2.6211 0.9679
H -1.3019 -3.5566 1.4046
H -1.1308 2.5719 -1.0416
H 0.0613 0.6741 -1.7794
H 0.8183 1.4712 1.0431
H 1.1691 -3.4696 0.4738
H 0.2944 3.4998 -0.7573
H 1.5360 0.9344 -1.0444
H -0.9485 -1.8295 1.7051
H 0.3070 -2.9172 -0.8357
H -1.6937 -2.4198 0.1992
H -0.9609 1.4704 1.1592
H 0.9227 1.9436 -2.4102
H -0.0647 2.8437 1.6074
H 1.0901 -1.9088 0.2438


*x*
19
Properties=species:S:1:pos:R:3 method="wB97M-V/def2-TZVPD" gap_ev=12.2 smiles=CCC.CC lumo_ev=1.2
C -1.1619 -1.1846 1.5797
C 0.2817 -1.1165 2.0298
C -1.5940 -0.6589 0.1846
C 0.7804 0.7725 -1.8874
C 1.5786 2.0659 -1.7199
H 2.6526 1.8899 -1.7131
H -1.5688 -2.1970 1.6544
H 0.0271 0.6676 -1.0947
H -1.8077 -0.6394 2.2754
H 0.0878 0.8200 -2.7353
H 0.2735 -1.2684 3.1095
H 0.8135 -0.1962 1.7992
H 1.4613 2.6536 -2.6334
H 0.8360 -1.9976 1.6906
H -1.7305 -1.4796 -0.5228
H 1.2667 2.6380 -0.8510
H -2.6148 -0.3071 0.3479
H -0.9426 0.1405 -0.1798
H 1.3201 -0.1625 -2.0112


*y*
19
Properties=species:S:1:pos:R:3 method="wB97M-V/def2-TZVPD" gap_ev=11.9 smiles=CCC.CC lumo_ev=1.1
C 1.7079 -0.5855 -0.7884
C 1.5465 -1.1502 0.6620
C -2.2884 1.6450 -0.1573
C 0.1748 -1.8874 0.8523
C -0.8060 1.8807 -0.3921
H -0.2488 -1.3544 1.7071
H -2.4272 1.6995 0.9369
H 0.6054 -0.3130 -1.0524
H -0.4619 -2.0124 -0.0056
H 1.8011 -0.4241 1.4252
H -0.5397 1.5887 -1.4298
H -2.9540 2.1599 -0.7825
H 1.8754 -1.5330 -1.3361
H 2.3828 0.2769 -0.8939
H -0.4291 2.9025 -0.5203
H -2.4841 0.6366 -0.4613
H -0.1012 1.3377 0.3124
H 0.3941 -2.8804 1.1903
H 2.2525 -1.9870 0.7335


In order of decreasing stability: *x*, *w*, *y*.


*w*
6
Properties=species:S:1:pos:R:3 method="wB97M-V/def2-TZVPD" gap_ev=10.0 lumo_ev=-0.2
Cl -2.9225 -0.0592 0.0782
C -0.3745 0.5145 0.0072
C -1.2523 -0.4415 0.0234
H 1.4307 -0.0971 -0.0274
H -0.1178 1.4808 0.1532
H -1.0070 -1.4091 -0.1142


*x*
6
Properties=species:S:1:pos:R:3 method="wB97M-V/def2-TZVPD" gap_ev=9.4 smiles="C=CCl" lumo_ev=0.5
Cl -0.6940 2.0928 1.3584
C 0.2899 1.0822 0.3757
C -0.4592 -0.2652 0.0263
H -1.3846 -0.5843 0.4219
H 0.1738 -0.8882 -0.5844
H 1.2110 1.4855 0.0320


In order of decreasing stability: *x*, *w*.


*w*
10
Properties=species:S:1:pos:R:3 method="wB97M-V/def2-TZVPD" gap_ev=9.8 smiles="C=O.CS" lumo_ev=0.9
S 2.1278 -1.2396 2.1583
O -0.6616 2.0861 -1.9768
C 0.4900 -1.8782 1.8145
C -1.4514 2.7290 -2.6066
H -2.4406 2.9914 -2.1964
H 2.7618 -1.7538 1.0976
H -0.1603 -1.4906 2.5940
H 0.4167 -2.9644 1.8839
H 0.1024 -1.5834 0.8480
H -1.1849 3.1037 -3.6165


*x*
10
Properties=species:S:1:pos:R:3 method="wB97M-V/def2-TZVPD" gap_ev=10.5 smiles="CC=O.S" lumo_ev=0.7
S -1.4972 -1.8003 0.6850
O 2.1750 -0.5516 0.0992
C 0.5236 1.3214 -0.1266
C 1.3900 0.0888 -0.5298
H 1.2770 -0.2049 -1.6071
H -0.3453 1.3526 -0.7939
H 1.0324 2.2641 0.0318
H 0.0086 1.2155 0.8340
H -2.2103 -2.1015 1.7356
H -2.3538 -1.5842 -0.3282


In order of decreasing stability: *x*, *w*.


*w*
20
Properties=species:S:1:pos:R:3 method="wB97M-V/def2-TZVPD" gap_ev=9.2 smiles=CNCO.O.O.O lumo_ev=0.3
O 3.4004 2.2961 3.8716
O -0.1940 2.7260 0.0642
O -0.0960 0.4715 2.1999
O -1.8335 -0.6085 -1.2707
N -0.4851 -2.4363 -1.6733
C -0.7302 -2.4602 -3.1253
C -0.4953 -1.1786 -1.0490
H 4.2768 2.5397 3.5584
H -0.1365 1.3101 1.7291
H -2.0856 -0.1299 -0.4757
H 3.1221 1.6600 3.2055
H -0.2607 -1.2097 0.0464
H 0.1671 -0.3924 -1.4315
H -1.1495 -3.0962 -1.3030
H -1.7669 -2.1281 -3.4334
H -0.2808 3.6128 0.4324
H -0.0322 -1.7606 -3.5910
H -0.6802 -3.4919 -3.4647
H -1.1033 2.4697 -0.1784
H 0.5752 0.4345 2.8811


*x*
20
Properties=species:S:1:pos:R:3 method="wB97M-V/def2-TZVPD" gap_ev=11.0 smiles=NCCO.O.O.O lumo_ev=0.6
O 0.2905 0.6956 2.8869
O 0.9869 -2.9114 -1.6697
O 1.2546 2.7725 0.2918
O 0.5979 1.9532 -3.8220
N -1.4006 -1.5910 0.1204
C 0.0206 0.1952 1.5269
C -0.9058 -1.0733 1.5347
H -0.6279 0.9284 3.0361
H -1.7385 -0.5644 2.1709
H -2.0045 -2.3766 0.4013
H 0.6296 2.5259 1.0529
H -0.4378 -1.9108 1.9348
H 0.4467 -2.4837 -2.2896
H 0.3721 -2.8294 -0.9259
H 0.4515 2.0940 -4.7120
H 0.9126 -0.0769 0.8660
H 2.1276 2.9988 0.7546
H -2.1097 -0.9200 -0.2928
H 1.4889 1.6147 -3.6524
H -0.3548 0.9588 0.7871


In order of decreasing stability: *w*, *x*.


*w*
20
Properties=species:S:1:pos:R:3 method="wB97M-V/def2-TZVPD" gap_ev=9.4 smiles=CNCO.O.O.O lumo_ev=0.4
O -2.9561 0.6237 -0.9658
O 2.4113 1.4043 1.6498
O 0.1540 -2.7039 0.5984
O -2.2233 -2.1714 -0.8902
N 1.4252 1.1188 -0.5363
C 2.2542 0.5778 0.4900
C 0.1330 1.6534 -0.0912
H -3.6659 0.4750 -0.3371
H -2.4536 -1.8422 -1.7645
H 0.1790 2.6908 0.2624
H -3.0074 1.4782 -1.3946
H 1.9311 1.7756 -1.1096
H 1.6060 1.9275 1.7626
H -1.8843 -1.3848 -0.4434
H -0.3554 0.9359 0.5577
H 1.8789 -0.3925 0.8194
H -0.4303 1.7596 -1.0254
H 3.2571 0.4596 0.0978
H 0.3974 -3.0716 -0.2571
H -0.4994 -3.3262 0.9396


*x*
20
Properties=species:S:1:pos:R:3 method="wB97M-V/def2-TZVPD" gap_ev=10.9 smiles="C=NC.O.O.O.O" lumo_ev=0.8
O -2.0573 -0.1956 2.1362
O 1.7814 0.2512 -2.5044
O 1.4260 -1.9887 -0.8007
O 0.2090 -1.8893 1.6813
N -1.1515 1.4376 -0.0089
C -1.3424 1.0974 -1.2087
C 0.2474 1.7482 0.3359
H 1.0949 -2.7968 -1.1935
H -2.6864 0.1913 2.7148
H -2.3397 0.8420 -1.5506
H 1.7791 -0.5432 -1.9374
H 0.6278 -2.1017 2.4986
H 0.3022 2.0251 1.3843
H 2.6750 0.2976 -2.8162
H 0.6317 2.5633 -0.2800
H -0.6202 -1.3753 1.8805
H 0.9599 -1.9600 0.0510
H -1.8838 0.4696 1.4172
H 0.8793 0.8853 0.1374
H -0.5324 1.0422 -1.9368


In order of decreasing stability: *x*, *w*.


*w*
19
Properties=species:S:1:pos:R:3 method="wB97M-V/def2-TZVPD" gap_ev=9.1 smiles=CCSSC.O.O lumo_ev=0.6
S 0.5468 -2.4175 0.9415
S -0.2797 -0.5906 1.3759
O 1.0609 1.8242 -1.0239
O -0.8460 3.8006 1.4487
C 2.2127 -1.9037 0.4138
C -1.6985 -0.4042 0.1995
C -1.4543 -1.0306 -1.1737
H 2.6993 -1.4013 1.2317
H 2.1201 -1.1978 -0.4062
H 0.3901 1.5597 -1.6512
H -2.5033 -0.9508 0.6697
H 2.7187 -2.7960 0.0846
H 1.7608 1.1636 -0.9569
H -0.0003 4.2346 1.3051
H -1.6143 -2.1052 -1.1394
H -1.7864 0.6674 0.0638
H -0.6259 3.0629 2.0246
H -0.4720 -0.8562 -1.5954
H -2.2288 -0.6589 -1.8122


*x*
19
Properties=species:S:1:pos:R:3 method="wB97M-V/def2-TZVPD" gap_ev=8.7 smiles=CCCSS.O.O lumo_ev=0.5
S -0.2562 1.1503 0.2035
S -1.8778 0.1678 -0.6870
O -3.1504 -2.4096 -1.3405
O 3.9112 3.9793 1.5555
C 0.6480 -1.6525 -0.0723
C 1.9865 -2.3900 -0.0533
C 0.8313 -0.2609 0.5269
H 2.2609 -2.5087 1.0047
H 1.8704 0.0442 0.3172
H 4.7271 4.0984 2.0666
H -0.0691 -2.1974 0.5465
H -2.8094 0.8284 -0.0776
H 3.4873 4.8340 1.5465
H -3.0627 -1.9290 -0.5095
H 1.8537 -3.4153 -0.3841
H 2.7842 -1.8655 -0.5762
H -3.7635 -3.1425 -1.2407
H 0.2767 -1.5611 -1.0947
H 0.8870 -0.2648 1.6198


In order of decreasing stability: *w*, *x*.


*w*
7
Properties=species:S:1:pos:R:3 method="wB97M-V/def2-TZVPD" gap_ev="9.4 / 9.4" lumo_ev="0.2 / 0.2"
Br 1.7789 1.8852 -0.1781
C -0.0578 0.2964 -0.5554
C -0.8237 -0.1314 0.5830
C 0.1288 -0.9293 0.1420
H -1.4726 0.1930 1.3798
H -0.2612 0.5594 -1.5948
H 0.7075 -1.8733 0.2235


*x*
7
Properties=species:S:1:pos:R:3 method="wB97M-V/def2-TZVPD" gap_ev=9.4 lumo_ev=0.4
Br 0.2885 -2.9278 -1.6291
C -0.6448 -1.5325 -0.5044
C -0.1509 -0.1895 -0.1732
C -1.4649 -2.6981 -0.4364
H 0.6336 -0.1065 0.4873
H 0.4403 0.0642 -1.0931
H -0.8854 0.5788 0.1317


*y*
7
Properties=species:S:1:pos:R:3 method="wB97M-V/def2-TZVPD" gap_ev="8.8 / 5.9" lumo_ev="-1.4 / -3.0"
Br -2.8751 0.0457 0.9252
C 0.4460 0.0022 0.1012
C 0.4247 0.1872 -1.2548
C 0.3352 -0.3729 1.4032
H 0.5764 -0.7283 2.4225
H 0.6620 -0.4772 -2.0164
H 0.4308 1.3433 -1.5808


In order of decreasing stability: *w*, *x*, *y*.